C26H28BN8O4PdS3 | ωB97M-V/def2-TZVPD

Atoms and positions in Å:
Pd: -0.22 0.57 0.07
C: -2.71 4.09 -0.61
C: -2.29 2.72 -0.15
O: -1.10 2.41 -0.43
C: -3.22 1.89 0.56
C: -4.60 2.18 0.49
C: -5.52 1.44 1.18
C: -5.08 0.38 1.99
C: -3.74 0.08 2.10
C: -2.78 0.82 1.39
O: -1.52 0.51 1.60
H: -1.84 4.64 -0.97
H: -3.20 4.64 0.19
H: -3.42 3.99 -1.44
H: -4.94 2.99 -0.14
H: -6.57 1.66 1.10
H: -5.80 -0.21 2.54
H: -3.38 -0.73 2.73
C: 0.08 -3.36 -1.61
N: -0.26 -2.43 -2.67
C: 0.12 -2.52 -3.98
C: -0.35 -1.41 -4.61
N: -1.01 -0.65 -3.68
B: -1.62 0.75 -3.97
N: -0.63 1.89 -3.46
C: -0.87 3.17 -3.91
C: 0.10 3.98 -3.42
N: 0.92 3.20 -2.66
C: 2.09 3.65 -1.93
C: 0.45 1.93 -2.68
S: 1.25 0.66 -1.80
C: -0.94 -1.28 -2.50
S: -1.70 -0.78 -1.04
H: 0.63 -4.19 -2.05
H: -0.82 -3.72 -1.12
H: 0.69 -2.85 -0.87
H: 0.68 -3.36 -4.35
H: -0.27 -1.10 -5.63
H: -1.67 0.87 -5.17
H: -2.68 0.89 -3.43
H: -1.69 3.38 -4.57
H: 0.28 5.03 -3.56
H: 2.16 4.73 -2.03
H: 2.99 3.19 -2.33
H: 1.99 3.38 -0.89
N: 4.93 -5.53 3.05
C: 3.85 -4.73 2.82
C: 3.24 -4.69 1.56
C: 2.17 -3.86 1.33
C: 1.68 -3.05 2.35
C: 2.26 -3.09 3.61
C: 3.33 -3.92 3.85
S: 0.27 -2.05 2.08
O: -0.59 -2.69 1.14
O: -0.22 -1.61 3.35
N: 0.91 -0.72 1.20
C: 1.48 0.31 1.93
N: 1.28 1.49 1.32
C: 1.68 2.60 1.94
C: 2.38 2.52 3.12
C: 2.58 1.25 3.64
N: 2.12 0.15 3.08
H: 5.17 -6.24 2.37
H: 5.23 -5.70 3.99
H: 3.62 -5.32 0.76
H: 1.68 -3.86 0.36
H: 1.86 -2.47 4.40
H: 3.78 -3.97 4.83
H: 1.45 3.54 1.46
H: 2.75 3.41 3.62
H: 3.12 1.12 4.57

Output
**Net charge**: +1
**Molar mass**: 730.0 g/mol
**Highest occupied orbital energy**: -0.379 Ha
**Orbital gap**: 5.94 eV

Here are the Mulliken charges for atoms 1 to 4, given in e: 0.477 -2.066 1.303 0.159

=====

C6H6N2 | ωB97M-V/def2-TZVPD

Atoms and positions in Å:
C: 1.07 -1.27 0.05
C: 1.59 0.09 -0.27
C: 0.70 1.14 -0.25
C: -0.57 0.53 0.36
C: -1.90 0.77 -0.03
C: -0.46 -0.86 0.15
H: 1.06 -2.09 -0.65
H: 1.53 -1.49 1.11
H: 2.74 0.04 -0.53
H: 0.97 2.19 -0.53
H: -0.43 1.01 1.31
H: -2.30 1.71 -0.25
N: -2.52 -0.32 -0.23
N: -1.49 -1.44 -0.24

Output
**Molar mass**: 106.1 g/mol
**Highest occupied orbital energy**: -0.355 Ha
**SMILES string**: C1=C[C@H]2C=NN=C2C1
**Orbital gap**: 10.33 eV

Here are the Mulliken charges for atoms 1 to 4, given in e: -0.473 -0.249 -0.677 0.634

=====

C29H49AgN2O14 | ωB97M-V/def2-TZVPD

Atoms and positions in Å:
Ag: 23.48 -15.10 -24.43
N: 23.63 -13.44 -21.57
O: 24.87 -13.56 -21.63
O: 23.08 -12.72 -20.73
O: 22.91 -14.07 -22.40
C: 28.44 -11.32 -17.51
C: 27.00 -11.57 -17.00
C: 26.78 -10.85 -15.64
C: 26.52 -9.33 -15.78
C: 25.39 -9.08 -16.79
C: 25.74 -9.64 -18.20
N: 26.02 -11.06 -17.98
O: 26.16 -11.70 -19.18
C: 24.50 -9.45 -19.07
C: 26.94 -8.85 -18.73
C: 26.80 -13.09 -16.80
H: 28.59 -11.70 -18.51
H: 29.05 -11.87 -16.80
H: 28.76 -10.29 -17.38
H: 25.87 -11.24 -15.16
H: 27.63 -10.94 -14.98
H: 27.48 -8.85 -16.00
H: 26.14 -8.96 -14.83
H: 25.16 -8.02 -16.86
H: 24.56 -9.66 -16.38
H: 24.11 -8.45 -18.91
H: 24.64 -9.75 -20.11
H: 23.68 -10.02 -18.62
H: 26.58 -7.97 -19.25
H: 27.67 -8.55 -17.99
H: 27.43 -9.38 -19.55
H: 25.86 -13.25 -16.26
H: 27.49 -13.50 -16.07
H: 26.87 -13.63 -17.74
H: 25.31 -12.17 -19.35
O: 22.06 -16.55 -23.44
C: 21.18 -17.15 -22.87
O: 20.00 -17.40 -23.37
C: 19.12 -18.10 -22.48
C: 19.88 -18.18 -21.19
C: 21.34 -17.95 -21.56
H: 18.92 -19.11 -22.87
H: 18.15 -17.63 -22.44
H: 19.63 -19.12 -20.70
H: 19.57 -17.39 -20.49
H: 21.88 -18.85 -21.84
H: 21.88 -17.30 -20.88
O: 20.39 -15.11 -20.28
C: 20.05 -13.96 -20.37
O: 20.38 -13.14 -19.34
C: 20.13 -11.78 -19.61
C: 19.16 -11.82 -20.79
C: 19.38 -13.17 -21.49
H: 21.09 -11.37 -19.97
H: 19.84 -11.16 -18.77
H: 19.27 -10.98 -21.48
H: 18.13 -11.71 -20.42
H: 20.15 -13.15 -22.26
H: 18.51 -13.75 -21.79
O: 24.71 -17.71 -19.22
C: 24.21 -16.87 -18.53
O: 23.93 -17.11 -17.25
C: 23.25 -15.99 -16.63
C: 23.27 -14.86 -17.65
C: 23.64 -15.52 -18.98
H: 23.77 -15.77 -15.70
H: 22.24 -16.33 -16.41
H: 23.92 -14.04 -17.35
H: 22.27 -14.45 -17.83
H: 24.43 -14.92 -19.44
H: 22.89 -15.54 -19.76
O: 21.93 -13.48 -25.10
C: 21.52 -12.89 -26.06
O: 20.39 -12.15 -26.00
C: 20.05 -11.64 -27.30
C: 20.92 -12.41 -28.30
C: 22.13 -12.80 -27.43
H: 20.28 -10.58 -27.32
H: 18.99 -11.79 -27.49
H: 21.21 -11.87 -29.20
H: 20.47 -13.32 -28.71
H: 22.96 -12.09 -27.52
H: 22.61 -13.73 -27.71
O: 25.06 -16.28 -23.13
C: 26.02 -16.77 -22.62
O: 26.36 -18.06 -22.86
C: 27.30 -18.53 -21.86
C: 27.52 -17.34 -20.91
C: 26.97 -16.14 -21.68
H: 28.21 -18.80 -22.39
H: 26.91 -19.45 -21.43
H: 28.57 -17.15 -20.70
H: 26.96 -17.53 -19.99
H: 27.78 -15.72 -22.27
H: 26.45 -15.52 -20.96

Output
**<S²>**: 0.75
**Net charge**: +1
**Molar mass**: 757.6 g/mol
**Highest occupied orbital energy (alpha / beta)**: -0.389 / -0.389 Ha
**Orbital gap (alpha / beta)**: 8.83 / 4.42 eV
**Spin multiplicity**: 2

Here are the Mulliken charges for atoms 1 to 4, given in e: 0.562 0.977 -0.775 -0.477

=====

CHBr2NO2 | ωB97M-V/def2-TZVPD

Atoms and positions in Å:
C: -1.19 -0.49 -0.64
N: -0.59 0.65 -1.24
O: -1.27 1.67 -1.27
O: 0.52 0.53 -1.77
Br: -0.18 -2.06 -0.80
Br: 2.36 -2.12 -0.75
H: -1.85 -0.51 0.22

Output
**Molar mass**: 218.8 g/mol
**Highest occupied orbital energy (alpha / beta)**: -0.374 / -0.361 Ha
**Orbital gap (alpha / beta)**: 7.57 / 6.99 eV

Here are the Mulliken charges for atoms 1 to 4, given in e: -0.210 0.875 -0.534 -0.505

=====

C3H2N4 | ωB97M-V/def2-TZVPD

Atoms and positions in Å:
N: -1.51 -1.90 -1.86
C: -0.94 -1.03 -1.32
C: -0.32 0.11 -0.82
C: -0.44 0.55 0.53
N: 0.40 0.76 1.46
N: 2.59 -0.05 -0.12
N: 1.76 -0.47 -0.72
H: -1.52 0.81 0.59
H: -0.02 1.22 2.26

Output
**Molar mass**: 94.1 g/mol
**Highest occupied orbital energy (alpha / beta)**: -0.352 / -0.352 Ha
**Orbital gap (alpha / beta)**: 7.51 / 7.51 eV

Here are the Mulliken charges for atoms 1 to 4, given in e: -0.353 0.399 -0.234 0.191

=====

C3H4ClO3S | ωB97M-V/def2-TZVPD

Atoms and positions in Å:
C: -0.77 -0.01 -0.94
C: 0.73 1.00 0.99
C: -0.43 0.01 0.61
O: 1.40 -0.82 -1.57
O: -0.19 -2.62 -1.01
O: -1.14 0.98 -1.54
S: 0.06 -1.46 -1.83
Cl: -2.05 0.31 1.31
H: 0.43 2.00 0.53
H: 1.61 0.72 0.60
H: 0.66 0.90 2.06
H: -0.31 -1.00 0.79

Output
**<S²>**: 2.01
**Net charge**: -1
**Molar mass**: 155.6 g/mol
**Highest occupied orbital energy (alpha / beta)**: -0.043 / -0.192 Ha
**Orbital gap (alpha / beta)**: 4.84 / 7.73 eV
**Spin multiplicity**: 3

Here are the Mulliken charges for atoms 1 to 4, given in e: 0.079 -0.954 0.032 -0.547

=====

C4H8N2O | ωB97M-V/def2-TZVPD

Atoms and positions in Å:
C: -1.79 0.40 0.20
C: 0.72 0.76 -0.09
C: -0.42 -0.19 0.05
N: 1.96 0.21 -0.20
C: -0.25 -1.57 0.28
O: 0.86 -2.28 0.04
N: 0.41 2.01 -0.12
H: -0.05 -1.56 -0.95
H: 2.08 -0.79 -0.08
H: 2.77 0.81 -0.22
H: 1.24 2.60 -0.23
H: -1.14 -2.12 0.60
H: -1.84 1.00 1.11
H: -2.01 1.08 -0.63
H: -2.55 -0.38 0.25

Output
**Molar mass**: 100.1 g/mol
**Highest occupied orbital energy (alpha / beta)**: -0.324 / -0.324 Ha
**Orbital gap (alpha / beta)**: 8.87 / 8.87 eV

Here are the Mulliken charges for atoms 1 to 4, given in e: -1.309 0.465 0.390 -0.362

=====

C26H38CsN10O11 | ωB97M-V/def2-TZVPD

Atoms and positions in Å:
Cs: 0.90 0.61 1.00
C: -2.50 5.50 0.19
N: -1.82 4.39 -0.46
C: -2.23 4.04 -1.81
C: -0.93 3.61 0.21
O: -0.36 2.64 -0.26
C: -0.63 4.04 1.65
O: 0.06 2.98 2.23
C: 0.51 3.18 3.55
C: 0.89 1.78 4.06
O: 0.30 0.81 3.62
N: 1.88 1.69 4.97
C: 2.52 2.84 5.57
C: 2.35 0.35 5.34
H: -2.92 6.14 -0.59
H: -1.82 6.12 0.78
H: -3.32 5.17 0.83
H: -1.96 4.84 -2.51
H: -3.31 3.89 -1.84
H: -1.75 3.11 -2.11
H: -1.55 4.25 2.20
H: -0.03 4.95 1.63
H: -0.29 3.58 4.18
H: 1.34 3.88 3.57
H: 1.85 3.69 5.63
H: 3.42 3.15 5.03
H: 2.81 2.59 6.59
H: 2.35 -0.29 4.46
H: 1.73 -0.09 6.12
H: 3.38 0.45 5.70
O: 3.05 -0.43 2.28
C: 3.25 -0.83 1.11
O: 3.24 -0.12 0.08
C: 3.43 -2.32 0.91
C: 4.66 -2.89 0.87
C: 4.79 -4.29 0.66
C: 3.69 -5.08 0.48
C: 2.42 -4.51 0.49
C: 2.20 -3.09 0.74
O: 1.09 -2.52 0.80
N: 1.33 -5.42 0.25
O: 1.53 -6.63 0.28
O: 0.20 -4.96 0.03
N: 6.11 -4.89 0.64
O: 7.08 -4.16 0.80
O: 6.21 -6.10 0.45
H: 5.55 -2.29 0.99
H: 3.80 -6.14 0.32
C: -2.84 -4.18 1.14
N: -3.02 -2.75 0.99
C: -4.21 -2.05 1.42
C: -4.04 -0.70 0.72
O: -4.84 0.21 0.83
N: -2.88 -0.71 0.00
C: -2.35 -1.94 0.14
N: -1.26 -2.33 -0.52
H: -3.24 -4.48 2.11
H: -1.79 -4.46 1.12
H: -3.37 -4.74 0.36
H: -4.26 -1.93 2.50
H: -5.12 -2.55 1.08
H: -0.71 -1.59 -0.93
H: -0.68 -3.07 -0.11
C: -3.17 1.09 -4.67
C: -3.31 0.38 -3.34
N: -2.11 0.62 -2.55
C: -0.87 0.37 -3.10
N: 0.08 -0.06 -2.35
C: 1.43 -0.20 -2.90
C: 1.66 0.67 -4.12
C: 0.52 0.41 -5.09
N: -0.74 0.72 -4.45
C: -1.89 0.60 -5.33
H: -3.10 2.17 -4.50
H: -4.02 0.88 -5.31
H: -3.48 -0.70 -3.51
H: -4.16 0.75 -2.77
H: -2.19 0.27 -1.59
H: 1.60 -1.25 -3.17
H: 2.16 0.02 -2.11
H: 2.62 0.46 -4.59
H: 1.64 1.72 -3.82
H: 0.55 -0.63 -5.43
H: 0.60 1.04 -5.98
H: -2.03 -0.44 -5.65
H: -1.68 1.18 -6.23

Output
**Net charge**: -1
**Molar mass**: 799.6 g/mol
**Highest occupied orbital energy**: -0.172 Ha
**Orbital gap**: 6.22 eV

Here are the Mulliken charges for atoms 1 to 4, given in e: 1.443 -1.112 0.296 -0.931